This record from OMol25 describes 13 unconnected molecules or ions with the total composition C52H84O33 in a non-equilibrium geometry. The level of theory is wB97M-V/def2-TZVPD.

Last column: Löwdin charge in e.
Atoms and positions in Å:
C  0.129  -0.857  0.661  -0.160
C  0.480  0.576  1.021  -0.150
C  -0.002  1.323  -0.204  -0.200
O  0.157  0.410  -1.280  -0.156
C  0.460  -0.893  -0.827  -0.193
H  -0.912  -1.124  0.843  0.100
H  0.662  -1.570  1.289  0.103
H  1.567  0.651  1.061  0.111
H  0.049  0.902  1.968  0.096
H  0.618  2.208  -0.350  0.106
H  -1.045  1.617  -0.081  0.097
H  1.520  -1.089  -0.990  0.105
H  -0.147  -1.685  -1.267  0.104
C  -0.584  -5.586  -3.164  -0.181
C  -1.980  -5.834  -3.509  -0.194
C  -2.514  -4.453  -3.832  -0.187
O  -1.578  -3.486  -3.364  -0.147
C  -0.739  -4.192  -2.456  -0.192
H  0.073  -5.458  -4.024  0.112
H  -0.118  -6.272  -2.457  0.112
H  -2.382  -6.184  -2.559  0.115
H  -2.131  -6.627  -4.241  0.121
H  -3.415  -4.305  -3.238  0.111
H  -2.800  -4.296  -4.872  0.129
H  -1.124  -4.227  -1.437  0.113
H  0.251  -3.736  -2.427  0.087
C  -3.039  -0.505  -1.481  -0.143
C  -4.042  0.413  -0.871  -0.166
C  -5.085  0.510  -1.950  -0.166
O  -4.409  0.121  -3.154  -0.100
C  -3.486  -0.816  -2.888  -0.243
H  -2.937  -1.417  -0.894  0.117
H  -2.093  0.035  -1.493  0.086
H  -3.685  1.396  -0.561  0.094
H  -4.521  0.071  0.047  0.098
H  -5.563  1.489  -1.996  0.121
H  -5.888  -0.197  -1.743  0.124
H  -2.699  -0.903  -3.637  0.119
H  -3.964  -1.793  -2.952  0.113
C  -1.103  2.084  5.983  -0.001
C  0.269  1.461  6.521  -0.285
C  1.230  1.187  5.341  -0.105
O  2.469  1.615  5.873  0.058
C  2.253  2.527  6.849  -0.483
O  3.111  3.300  7.329  0.098
O  0.961  2.426  7.268  0.079
H  -1.729  1.452  5.353  0.058
H  -0.886  2.979  5.400  0.072
H  -1.630  2.484  6.850  0.080
H  0.084  0.532  7.062  0.147
H  0.952  1.728  4.437  0.116
H  1.135  0.128  5.099  0.121
C  3.191  4.090  3.128  -0.005
C  1.963  4.728  2.559  -0.345
C  2.200  6.177  2.287  -0.114
O  1.615  6.395  1.047  0.086
C  1.555  5.204  0.431  -0.520
O  1.413  5.052  -0.780  0.113
O  1.758  4.198  1.293  0.079
H  4.115  4.279  2.581  0.096
H  3.007  3.030  3.300  0.086
H  3.408  4.508  4.111  0.099
H  1.042  4.513  3.101  0.163
H  3.259  6.427  2.217  0.143
H  1.762  6.888  2.988  0.147
C  -2.401  7.221  1.970  0.003
C  -2.938  5.868  1.501  -0.318
C  -2.497  5.400  0.179  -0.139
O  -2.106  4.086  0.375  0.052
C  -2.131  3.732  1.684  -0.478
O  -1.885  2.609  2.135  0.106
O  -2.488  4.832  2.391  0.088
H  -1.314  7.279  1.927  0.083
H  -2.744  7.425  2.984  0.090
H  -2.868  7.960  1.318  0.095
H  -4.028  5.866  1.507  0.158
H  -1.625  5.949  -0.178  0.145
H  -3.343  5.482  -0.502  0.139
C  3.298  -6.245  3.414  0.004
C  3.559  -5.752  1.977  -0.328
C  3.048  -6.726  0.960  -0.116
O  2.355  -5.945  0.041  0.096
C  2.264  -4.725  0.434  -0.538
O  1.565  -3.869  -0.117  0.124
O  2.834  -4.592  1.663  0.085
H  2.255  -6.418  3.680  0.077
H  3.803  -5.611  4.143  0.092
H  3.793  -7.216  3.394  0.090
H  4.605  -5.549  1.747  0.160
H  2.393  -7.499  1.361  0.144
H  3.966  -7.191  0.598  0.139
C  -0.667  3.574  -2.886  0.008
C  -1.907  2.858  -3.401  -0.327
C  -3.197  3.474  -2.970  -0.060
O  -3.813  3.627  -4.257  0.117
C  -3.068  3.223  -5.231  -0.645
O  -3.453  3.308  -6.386  0.135
O  -1.931  2.859  -4.796  0.153
H  -0.766  3.877  -1.843  0.055
H  -0.717  4.529  -3.408  0.104
H  0.244  3.003  -3.067  0.086
H  -1.954  1.837  -3.025  0.140
H  -2.972  4.414  -2.467  0.112
H  -3.661  2.830  -2.223  0.111
C  -1.527  -4.299  1.701  0.000
C  -1.466  -4.237  3.257  -0.295
C  -0.073  -4.491  3.841  -0.086
O  0.058  -3.405  4.719  0.094
C  -0.905  -2.503  4.620  -0.490
O  -1.016  -1.380  5.156  0.095
O  -1.818  -2.954  3.728  0.081
H  -2.440  -3.791  1.392  0.087
H  -1.632  -5.317  1.325  0.086
H  -0.647  -3.831  1.261  0.057
H  -2.191  -4.951  3.648  0.151
H  0.690  -4.420  3.067  0.117
H  -0.066  -5.483  4.293  0.136
C  -4.637  1.587  4.649  0.002
C  -4.778  1.089  3.209  -0.337
C  -3.952  -0.140  2.892  -0.132
O  -4.822  -1.063  2.318  0.074
C  -6.079  -0.574  2.447  -0.500
O  -7.145  -1.109  2.098  0.111
O  -6.060  0.587  3.115  0.097
H  -5.558  2.036  5.021  0.093
H  -3.785  2.261  4.735  0.065
H  -4.327  0.776  5.307  0.085
H  -4.458  1.815  2.461  0.139
H  -3.570  -0.540  3.831  0.121
H  -3.080  0.127  2.295  0.126
C  4.886  -5.744  -2.284  -0.011
C  4.514  -4.563  -3.150  -0.307
C  3.061  -4.409  -3.444  -0.056
O  2.797  -3.033  -3.052  0.080
C  3.801  -2.507  -2.439  -0.596
O  3.823  -1.392  -1.970  0.138
O  4.829  -3.379  -2.396  0.093
H  5.965  -5.855  -2.172  0.093
H  4.460  -6.690  -2.616  0.096
H  4.503  -5.624  -1.270  0.065
H  5.142  -4.565  -4.041  0.158
H  2.476  -5.158  -2.912  0.122
H  2.904  -4.609  -4.504  0.143
C  2.367  0.472  -4.746  0.015
C  1.416  -0.680  -5.209  -0.323
C  0.055  -0.780  -4.650  -0.085
O  -0.767  -0.510  -5.806  0.076
C  -0.008  -0.373  -6.918  -0.544
O  -0.440  -0.270  -8.063  0.122
O  1.252  -0.473  -6.576  0.109
H  1.926  1.436  -5.000  0.089
H  3.403  0.444  -5.085  0.088
H  2.446  0.374  -3.664  0.064
H  1.824  -1.647  -4.914  0.132
H  -0.095  -0.053  -3.852  0.124
H  -0.084  -1.784  -4.249  0.117
C  4.006  2.095  -0.563  -0.005
C  3.988  3.094  -1.681  -0.334
C  4.528  4.442  -1.369  -0.113
O  5.590  4.693  -2.293  0.073
C  5.741  3.576  -3.083  -0.465
O  6.679  3.447  -3.859  0.121
O  4.844  2.561  -2.732  0.064
H  3.446  2.502  0.280  0.065
H  5.002  1.846  -0.196  0.104
H  3.484  1.195  -0.887  0.077
H  3.004  3.249  -2.125  0.142
H  4.839  4.374  -0.326  0.130
H  3.680  5.112  -1.512  0.120

Summary:
LUMO level in Ha: -0.0119
Max |F| in eV Å⁻¹: 5.1
Relative energy (zero: lowest compared OMol25 entry of this formula, charge and spin) in kcal/mol: 0.0
HOMO energy in eV: -9.32
Net charge: 0

---

This record from OMol25 describes 13 unconnected molecules or ions with the total composition C52H88O29 in a non-equilibrium geometry. The level of theory is wB97M-V/def2-TZVPD.

Last column: Löwdin charge in e.
Atoms and positions in Å:
C  -5.884  1.669  -3.509  -0.137
C  -5.541  1.178  -2.100  -0.145
C  -4.014  1.105  -2.074  -0.131
O  -3.638  0.821  -3.461  -0.203
C  -4.760  0.949  -4.299  -0.212
H  -6.039  2.711  -3.682  0.097
H  -6.830  1.237  -3.834  0.107
H  -6.061  0.255  -1.922  0.110
H  -5.866  1.893  -1.385  0.096
H  -3.701  0.211  -1.570  0.094
H  -3.465  2.030  -1.759  0.123
H  -5.076  0.010  -4.669  0.088
H  -4.323  1.574  -5.158  0.141
C  1.427  -2.167  -6.124  -0.150
C  2.537  -3.211  -5.871  -0.144
C  3.328  -3.178  -7.221  -0.119
O  3.251  -1.744  -7.633  -0.155
C  2.154  -1.123  -7.029  -0.239
H  1.051  -1.690  -5.190  0.103
H  0.559  -2.609  -6.623  0.097
H  2.167  -4.169  -5.597  0.097
H  3.204  -2.923  -5.093  0.090
H  2.793  -3.759  -8.004  0.123
H  4.365  -3.336  -7.142  0.095
H  1.423  -0.742  -7.741  0.104
H  2.441  -0.236  -6.453  0.111
C  5.811  -0.490  -1.346  -0.142
C  4.617  -0.048  -0.467  -0.169
C  4.251  -1.282  0.282  -0.196
O  4.746  -2.369  -0.518  -0.128
C  5.239  -1.816  -1.713  -0.248
H  6.750  -0.575  -0.738  0.133
H  5.948  0.193  -2.165  0.109
H  3.888  0.122  -1.229  0.097
H  4.893  0.860  0.110  0.111
H  3.182  -1.364  0.463  0.093
H  4.726  -1.333  1.306  0.123
H  4.460  -1.799  -2.470  0.113
H  6.000  -2.534  -2.132  0.136
C  -4.918  -0.046  2.272  -0.135
C  -3.428  -0.526  1.971  -0.133
C  -3.620  -1.800  1.168  -0.242
O  -4.737  -1.523  0.350  -0.158
C  -5.695  -0.916  1.321  -0.175
H  -5.025  0.992  2.075  0.078
H  -5.245  -0.302  3.274  0.107
H  -2.845  -0.616  2.945  0.120
H  -2.910  0.170  1.321  0.085
H  -3.771  -2.681  1.785  0.102
H  -2.743  -1.980  0.538  0.106
H  -6.146  -1.774  1.878  0.124
H  -6.517  -0.389  0.805  0.112
C  -0.781  -0.988  -2.172  -0.160
C  -0.713  0.067  -1.109  -0.146
C  0.024  -0.661  0.019  -0.138
O  0.837  -1.738  -0.584  -0.165
C  0.585  -1.679  -2.030  -0.149
H  -0.907  -0.615  -3.189  0.100
H  -1.549  -1.765  -2.052  0.114
H  -1.673  0.322  -0.711  0.079
H  -0.194  0.915  -1.536  0.098
H  -0.739  -1.224  0.689  0.134
H  0.673  -0.068  0.623  0.089
H  0.624  -2.676  -2.372  0.097
H  1.373  -1.038  -2.539  0.131
C  -3.430  -2.652  -6.451  -0.008
C  -2.798  -2.628  -5.070  -0.292
C  -3.654  -3.186  -3.923  -0.090
O  -2.709  -3.894  -3.114  0.056
C  -1.617  -4.187  -3.870  -0.615
O  -0.801  -4.958  -3.551  0.184
O  -1.636  -3.502  -5.006  0.083
H  -2.579  -2.550  -7.128  0.090
H  -4.015  -1.746  -6.561  0.074
H  -4.093  -3.501  -6.627  0.091
H  -2.574  -1.611  -4.766  0.131
H  -4.500  -3.851  -4.184  0.140
H  -4.117  -2.380  -3.386  0.116
C  -0.423  -3.732  7.225  -0.028
C  -1.026  -4.822  6.346  -0.286
C  -2.493  -5.083  6.673  -0.110
O  -3.215  -4.102  5.930  0.073
C  -2.404  -3.750  4.900  -0.583
O  -2.778  -3.136  3.969  0.165
O  -1.193  -4.321  4.977  0.072
H  0.593  -3.587  6.863  0.057
H  -0.388  -4.181  8.273  0.110
H  -1.003  -2.778  7.263  0.105
H  -0.322  -5.652  6.261  0.151
H  -2.684  -5.008  7.756  0.137
H  -2.786  -6.087  6.349  0.133
C  -5.155  4.456  2.163  -0.025
C  -4.434  4.802  0.896  -0.329
C  -3.351  5.885  0.924  -0.039
O  -2.174  5.292  0.289  0.077
C  -2.426  3.987  0.216  -0.616
O  -1.642  3.073  0.040  0.108
O  -3.675  3.698  0.418  0.092
H  -4.370  4.104  2.882  0.101
H  -6.044  3.811  1.958  0.098
H  -5.530  5.395  2.656  0.103
H  -5.214  5.042  0.199  0.138
H  -3.080  6.161  1.970  0.149
H  -3.602  6.743  0.346  0.120
C  1.346  1.206  5.711  -0.001
C  0.984  2.005  4.461  -0.226
C  0.450  1.098  3.369  -0.058
O  -0.356  2.044  2.577  0.061
C  -0.795  2.967  3.436  -0.605
O  -1.580  3.846  3.200  0.131
O  -0.268  2.834  4.645  0.092
H  2.021  0.417  5.347  0.079
H  0.517  0.739  6.145  0.068
H  1.866  1.807  6.433  0.082
H  1.727  2.703  4.185  0.134
H  -0.168  0.353  3.786  0.122
H  1.228  0.586  2.777  0.111
C  -1.341  4.819  -3.303  0.002
C  -0.795  3.464  -2.969  -0.296
C  -0.968  2.467  -4.057  -0.091
O  0.243  1.708  -4.032  0.064
C  1.165  2.380  -3.319  -0.588
O  2.274  2.020  -3.036  0.143
O  0.673  3.521  -2.845  0.068
H  -0.737  5.229  -4.116  0.103
H  -1.223  5.457  -2.452  0.071
H  -2.370  4.868  -3.556  0.081
H  -1.050  2.968  -2.025  0.121
H  -1.071  3.028  -5.098  0.178
H  -1.785  1.826  -3.935  0.086
C  1.850  5.182  -0.446  0.018
C  2.306  3.658  -0.205  -0.177
C  3.736  3.384  -0.615  -0.108
O  4.529  3.655  0.532  0.075
C  3.723  3.698  1.610  -0.575
O  4.163  3.818  2.720  0.141
O  2.437  3.591  1.284  0.074
H  2.249  5.886  0.240  0.078
H  0.797  5.155  -0.297  0.053
H  1.951  5.482  -1.460  0.065
H  1.518  2.907  -0.525  0.159
H  4.079  4.059  -1.398  0.148
H  3.795  2.389  -0.881  0.066
C  2.684  -4.643  0.907  0.006
C  2.645  -3.906  2.204  -0.349
C  1.516  -2.978  2.392  -0.104
O  1.280  -3.018  3.798  0.085
C  1.803  -4.152  4.283  -0.537
O  1.785  -4.560  5.394  0.144
O  2.481  -4.817  3.287  0.091
H  2.963  -3.971  0.124  0.061
H  1.704  -5.073  0.607  0.107
H  3.388  -5.482  0.995  0.098
H  3.482  -3.327  2.484  0.142
H  0.685  -3.398  1.887  0.128
H  1.678  -1.961  2.051  0.110
C  6.448  1.332  5.568  -0.025
C  5.678  1.959  4.431  -0.304
C  6.173  1.416  3.058  -0.062
O  5.118  0.558  2.660  0.044
C  4.121  0.553  3.529  -0.564
O  3.212  -0.212  3.392  0.138
O  4.339  1.495  4.451  0.079
H  6.253  0.245  5.654  0.106
H  6.244  1.776  6.508  0.063
H  7.566  1.520  5.427  0.114
H  5.708  3.043  4.430  0.143
H  7.139  0.867  3.197  0.148
H  6.159  2.160  2.303  0.108

Summary:
LUMO level in Ha: 0.0059
Max |F| in eV Å⁻¹: 3.7
Relative energy (zero: lowest compared OMol25 entry of this formula, charge and spin) in kcal/mol: 3.1
HOMO energy in eV: -9.11
Net charge: 0

---

- Look up the HOMO energy of the second one.
  -9.11 eV